# 1
Density functional theory data (ωB97M-V with the def2-TZVPD basis set) for C4H6N2O in the gas phase in a non-equilibrium geometry.

The geometry in XYZ format:
```
13
Properties=species:S:1:pos:R:3:forces:R:3
C 0.6415 1.1694 -0.5913 0.2 0.4 -0.1
C -0.6413 1.2007 0.2347 0.3 0.2 0.0
O -1.3747 -0.0400 0.2396 0.3 -0.2 -0.2
C -0.6920 -1.1782 0.2948 -0.1 -0.4 0.1
N -1.2539 -2.2949 0.4853 0.0 0.2 -0.1
C 0.7648 -1.2280 0.1323 1.1 -1.4 0.3
N 1.8723 -1.5573 0.0534 -0.9 -0.1 0.2
H 0.4140 1.0865 -1.6571 0.1 0.2 0.1
H 1.2309 2.0521 -0.3751 -0.2 0.6 -0.2
H 1.3702 0.3866 -0.3537 -0.6 1.0 -0.1
H -1.3501 1.9229 -0.1832 0.2 -0.2 0.1
H -0.4567 1.4869 1.2756 0.1 -0.1 -0.1
H -0.5251 -3.0067 0.4448 -0.3 -0.2 0.1
```
Positions in Å, forces in eV/Å.

The HOMO energy is -10.7 eV. Its frontier orbital gap is 11.2 eV. The calculated total energy is -340.70207 Eh.

natural (NBO) atomic charge list, values in e, 5 entries: -0.681 -0.071 -0.459 0.457 -0.577

---

# 2
Density functional theory data (ωB97M-V with the def2-TZVPD basis set) for a 2-piece molecular cluster, C4H6N2O overall.

The geometry in XYZ format:
```
13
Properties=species:S:1:pos:R:3:forces:R:3
N -1.7081 0.7598 1.0888 0.4 0.1 -0.1
C -0.5294 0.5119 0.6858 -0.3 0.1 0.1
C -0.1012 -0.9273 0.3705 -0.2 -0.4 0.0
O -0.7354 -1.9498 0.4580 0.3 0.5 0.0
N 1.2117 -0.8052 -0.0608 0.0 -0.1 0.0
C 1.6206 0.5264 -0.0249 -0.1 0.1 0.0
C 0.6472 1.3465 0.4066 0.1 0.0 0.0
H -1.8492 -1.2775 -2.4123 0.0 0.0 0.0
H -1.8229 1.7650 1.2426 0.0 -0.1 0.0
H -1.7726 -1.6495 -1.7727 0.0 0.0 -0.1
H 1.7700 -1.5894 -0.3560 -0.1 0.1 0.0
H 2.6301 0.7794 -0.3263 -0.2 0.0 0.0
H 0.7167 2.4190 0.5260 0.0 -0.2 0.0
```
Positions in Å, forces in eV/Å.

The HOMO energy is -9.1 eV. Its frontier orbital gap is 8.8 eV. The calculated total energy is -340.72018 Eh.

natural (NBO) atomic charge list, values in e, 5 entries: -0.519 0.150 0.630 -0.527 -0.628

---

# 3
Density functional theory data (ωB97M-V with the def2-TZVPD basis set) for C4H6N2O in the gas phase in a non-equilibrium geometry.

The geometry in XYZ format:
```
13
Properties=species:S:1:pos:R:3:forces:R:3
C -1.2445 0.2216 -0.0102 -4.5 -4.3 -2.1
C 0.7284 1.1917 -0.3524 0.4 3.1 0.8
C 1.0266 -0.2292 -0.4097 1.4 -1.1 -6.2
C 0.6448 -0.8144 0.6910 -2.0 -7.9 7.2
H -2.5230 -0.9152 -0.4786 -0.6 -1.4 -0.5
H 0.5544 1.5779 -1.4601 0.5 0.1 2.7
H 1.3875 1.7142 0.5103 -0.9 -0.5 -3.0
H 1.6762 -0.9356 -1.0324 -0.4 2.4 0.3
H 1.0148 -1.8416 1.1744 -0.5 2.1 -1.9
H 0.2449 -0.2627 1.5083 0.1 0.3 0.5
N -2.5458 -0.0201 -0.0638 3.6 3.0 1.1
N -0.4063 -0.9142 -0.5303 2.2 2.8 3.0
O -0.5582 1.2277 0.4535 0.7 1.6 -1.8
```
Positions in Å, forces in eV/Å.

The HOMO energy is -9.6 eV. Its frontier orbital gap is 10.3 eV. The calculated total energy is -340.60458 Eh.

natural (NBO) atomic charge list, values in e, 5 entries: 0.624 -0.099 -0.211 -0.255 0.346

---

# 4
Density functional theory data (ωB97M-V with the def2-TZVPD basis set) for C4H6N2O in the gas phase.

The geometry in XYZ format:
```
13
Properties=species:S:1:pos:R:3:forces:R:3
C 1.0845 -1.4704 -0.0574 0.2 -0.2 0.3
C 0.4226 0.0585 -1.5217 -0.2 0.3 0.1
C 1.1489 0.0923 -0.2192 0.2 -0.4 -0.2
N 0.3235 0.7796 0.7691 -0.4 -0.3 -0.2
C -0.7861 0.9021 0.1715 0.1 0.0 0.2
N -1.9566 1.4533 0.5723 0.0 0.0 0.1
O -0.8081 0.4360 -1.1585 0.1 0.3 -0.3
H 1.8663 -1.9496 -0.6507 -0.1 0.1 0.2
H 1.2090 -1.6644 1.0046 0.1 -0.2 0.0
H 0.1276 -1.9054 -0.3809 0.2 0.3 0.2
H 2.1944 0.4072 -0.1841 -0.3 0.0 -0.2
H -2.8016 1.1581 0.1099 0.1 0.1 0.0
H -2.0244 1.7027 1.5451 0.0 -0.1 -0.1
```
Positions in Å, forces in eV/Å.

The HOMO energy is -9.0 eV. Its frontier orbital gap is 9.8 eV. The calculated total energy is -340.68271 Eh.

natural (NBO) atomic charge list, values in e, 5 entries: -0.605 0.293 -0.238 -0.512 0.643

---

# 5
Density functional theory data (ωB97M-V with the def2-TZVPD basis set) for C4H6N2O as an isolated structure.

The geometry in XYZ format:
```
13
Properties=species:S:1:pos:R:3:forces:R:3
N 1.9517 0.6596 0.0176 0.0 -0.1 0.0
C 0.6886 0.1459 -0.2537 -0.2 -0.1 -0.1
C -0.5335 0.8885 0.1268 0.0 0.4 -0.4
N -1.5390 0.5412 -0.6508 0.1 -0.1 0.7
C -1.3037 -0.9686 -0.7267 0.2 0.2 0.5
O -1.2800 -0.8751 1.1226 0.4 -0.4 -0.8
C 0.2105 -0.9427 -0.8924 0.1 0.1 0.3
H 2.0219 1.2667 0.8249 -0.1 -0.2 -0.2
H 2.7091 -0.0096 -0.0211 -0.2 0.1 0.0
H -0.5635 1.7312 0.8204 0.0 -0.1 -0.1
H -2.4698 0.8284 -0.3601 0.2 -0.1 -0.1
H -0.6288 -1.5423 1.3977 -0.4 0.1 0.0
H 0.7704 -1.7415 -1.3779 -0.2 0.2 0.2
```
Positions in Å, forces in eV/Å.

The HOMO energy is -7.8 eV. Its frontier orbital gap is 7.4 eV. The calculated total energy is -340.56772 Eh.

natural (NBO) atomic charge list, values in e, 5 entries: -0.800 0.092 0.300 -0.565 0.086

---

# 6
Density functional theory data (ωB97M-V with the def2-TZVPD basis set) for C4H6N2O in the gas phase in a non-equilibrium geometry.

The geometry in XYZ format:
```
13
Properties=species:S:1:pos:R:3:forces:R:3
C -1.1565 1.0583 -1.0124 -0.2 0.1 0.0
C 2.8999 -0.5582 -0.8879 -0.7 -0.1 0.9
N 2.1293 -0.6713 -0.0047 0.7 0.1 -0.9
C 1.1259 -0.7620 0.9434 -0.1 0.0 0.1
C -0.1438 -0.4704 0.5811 0.2 0.0 -0.2
O -1.1708 -0.4229 1.4552 0.1 0.0 0.1
N -0.5268 -0.2239 -0.7154 0.2 -0.1 0.1
H -0.4624 1.8978 -0.8705 -0.1 -0.1 0.0
H -2.0255 1.2015 -0.3689 0.1 0.0 -0.1
H -1.4852 1.0423 -2.0525 0.0 0.0 0.1
H 1.4106 -1.0845 1.9372 -0.1 0.0 -0.1
H -0.8271 -0.5731 2.3460 -0.1 0.1 -0.1
H 0.2323 -0.4338 -1.3507 -0.1 0.1 0.0
```
Positions in Å, forces in eV/Å.

The HOMO energy is -8.6 eV. Its frontier orbital gap is 9.2 eV. The calculated total energy is -340.70814 Eh.

natural (NBO) atomic charge list, values in e, 5 entries: -0.413 0.250 -0.526 -0.276 0.519

---

# 7
Density functional theory data (ωB97M-V with the def2-TZVPD basis set) for a 2-piece molecular cluster, C4H6N2O overall in a non-equilibrium geometry.

The geometry in XYZ format:
```
13
Properties=species:S:1:pos:R:3:forces:R:3
C 1.4904 -1.0457 -0.3047 -0.2 -0.2 -0.1
C 2.5626 1.1581 -0.0923 0.4 -3.3 1.0
C -3.2706 -0.1998 0.0320 -3.8 0.7 -2.7
C 2.5427 -0.1586 0.0319 2.4 -1.0 -0.7
N 0.7341 -1.8718 -0.5535 -0.3 -0.1 0.0
N -2.0417 -0.0788 0.3102 -1.2 0.6 -0.6
O -1.3138 0.8311 -0.1273 1.4 0.6 0.0
H 3.3725 1.5866 0.3367 2.6 1.7 0.5
H 1.7586 1.7041 -0.3020 -3.2 2.1 -1.0
H -3.9986 -0.9820 0.3396 1.4 0.4 0.3
H -3.6698 0.5150 -0.7784 0.8 -1.0 1.6
H 3.5508 -0.6960 0.1741 -1.8 0.8 0.3
H -1.7170 -0.7621 0.9339 1.5 -1.3 1.4
```
Positions in Å, forces in eV/Å.

The HOMO energy (spin up / spin down) is -8.9 / -8.9 eV. Its frontier orbital gap (spin up / spin down) is 9.5 / 9.5 eV. The calculated total energy is -340.61128 Eh.

natural (NBO) atomic charge list, values in e, 5 entries: 0.265 -0.266 -0.210 -0.317 -0.323

---

# 8
Density functional theory data (ωB97M-V with the def2-TZVPD basis set) for C4H6N2O in the gas phase in a non-equilibrium geometry.

The geometry in XYZ format:
```
13
Properties=species:S:1:pos:R:3:forces:R:3
C 0.4943 1.1877 -0.1642 1.9 -0.4 -0.9
N -0.7657 0.7159 0.2552 -2.5 -2.0 1.8
C 1.2236 0.0001 -0.9181 0.1 0.8 0.9
N -0.9261 -0.4461 1.5172 0.9 2.2 -0.8
C -0.8993 -0.6224 -0.2090 1.2 -0.1 -2.8
C 0.2732 -1.0441 -0.8880 -1.2 -0.5 0.7
O 2.3319 0.1185 -1.4130 -0.3 -0.1 0.0
H -1.6034 0.1074 2.0319 0.1 -0.3 0.4
H -0.0112 -0.5606 1.9445 0.0 0.1 0.1
H 0.2621 1.8802 -0.9901 0.0 0.2 0.5
H 1.0952 1.6928 0.5925 -0.1 0.0 -0.1
H -1.8838 -1.0153 -0.4262 0.0 0.0 0.3
H 0.4091 -2.0141 -1.3325 -0.1 -0.1 -0.1
```
Positions in Å, forces in eV/Å.

The HOMO energy is -8.3 eV. Its frontier orbital gap is 8.6 eV. The calculated total energy is -340.62903 Eh.

natural (NBO) atomic charge list, values in e, 5 entries: -0.384 -0.216 0.506 -0.596 0.121

---

Results for relative energy (zero: lowest compared OMol25 entry of this formula, charge and spin): 58.3, 46.9, 119.4, 70.4, 142.6, 54.5, 115.2, 104.1 (in kcal per mole, following the order of the records).